Below is a gas-phase ion, C9H18N3 (charge +1), with properties calculated with the ωB97M-V functional and the def2-TZVPD basis.

Results
Net charge ... +1
⟨S²⟩ ... 2.009
2S+1 ... 3
Relative energy (zero: lowest compared OMol25 entry of this formula, charge and spin) ... 0.00 kcal per mole
Electronic energy ... -14084.263 eV
Orbital gap (spin up / spin down) ... 7.915 / 9.172 eV
E_HOMO (spin up / spin down) ... -0.3840 / -0.4918 Eh
E_LUMO (spin up / spin down) ... -0.0931 / -0.1547 Ha

XYZ file:
```
30
Properties=species:S:1:pos:R:3:lowdin_charge:R:1
N -0.7683 0.2639 -0.9202 0.0665
N 1.4093 -1.2584 -0.1701 -0.0039
N -2.0449 -0.5573 0.8788 0.2277
C 0.4740 -1.4603 -2.4135 -0.1553
C 0.2141 0.0699 1.3862 -0.2321
C -0.9817 2.5019 0.9769 0.0317
C 1.2959 -2.1206 -1.3737 -0.1780
C 0.6956 -1.3115 0.9373 -0.0452
C -0.8999 -0.0703 0.4580 -0.3642
C 0.3446 2.5136 1.6083 -0.2449
C -0.8826 -0.8420 -1.8674 -0.1611
C 1.1315 1.2918 1.2849 -0.1539
H 0.8721 -3.0387 -1.1254 0.1029
H 0.8335 3.3398 1.2216 0.0950
H -0.1627 0.0905 2.3775 0.1435
H 0.1661 -2.1602 1.3122 0.1365
H -2.8422 -0.5286 0.3692 0.0927
H 0.0701 0.8412 -1.0117 0.1244
H 2.1107 -0.4666 -0.4745 0.2017
H 1.6194 1.4327 0.3701 0.0898
H -2.2731 -0.6442 1.8862 0.1659
H -1.0651 3.0012 0.0701 0.0545
H -1.8017 2.2902 1.5762 0.0509
H 1.0026 -0.4912 -2.8564 0.1602
H -1.3380 -0.4696 -2.7921 0.1193
H 1.9061 1.0863 2.0694 0.1529
H 0.1245 -2.0134 -3.2146 0.0872
H 0.0198 2.5916 2.7077 0.1561
H 2.3250 -2.3361 -1.8818 0.1622
H -1.5546 -1.5453 -1.3893 0.1168
```


Below is a molecular structure, C5H8N2, with properties calculated with the ωB97M-V functional and the def2-TZVPD basis.

Results
Net charge ... 0
Relative energy (zero: lowest compared OMol25 entry of this formula, charge and spin) ... 86.95 kcal per mole
Electronic energy ... -8291.226 eV
Orbital gap ... 8.032 eV
E_HOMO ... -0.2569 Eh
E_LUMO ... 0.0383 Ha

XYZ file:
```
15
Properties=species:S:1:pos:R:3:lowdin_charge:R:1
N -0.7493 0.7082 0.2732 -0.0640
N 2.1030 -1.4942 -0.1814 0.0537
C -1.5811 1.1951 1.4408 -0.0763
C 0.2296 -0.1360 0.6260 -0.1426
C 0.3849 -0.3189 -1.6265 -0.1578
C 0.9428 -0.7135 -0.4072 -0.3626
C -0.6685 0.5376 -1.5961 0.0619
H 0.4563 -0.3718 1.6739 0.1303
H -1.4069 2.2596 1.6345 0.0696
H -1.3421 0.6856 2.4041 0.0787
H -0.5699 1.3497 -2.3614 0.0807
H 1.9320 -2.1875 0.5362 0.0731
H 0.5586 -0.6350 -2.6604 0.1139
H -2.6550 1.0483 1.3005 0.0695
H 2.3994 -1.9684 -1.0229 0.0720
```


Below is a gas-phase ion, C3H7N2O (charge +1), with properties calculated with the ωB97M-V functional and the def2-TZVPD basis.

Results
Net charge ... +1
Relative energy (zero: lowest compared OMol25 entry of this formula, charge and spin) ... 127.02 kcal per mole
Electronic energy ... -8240.631 eV
Orbital gap ... 11.031 eV
E_HOMO ... -0.5941 Eh
E_LUMO ... -0.1887 Ha
SMILES string ... CN1CC[N+]1=O

XYZ file:
```
13
Properties=species:S:1:pos:R:3:lowdin_charge:R:1
O -1.0693 -1.6209 -1.0711 0.2173
N -0.2742 -1.0334 -0.4387 -0.2131
N -0.2647 0.1786 -0.1884 -0.0876
C 1.0541 -1.3222 0.2047 0.1052
C 1.0193 0.3339 0.4980 0.0668
C -1.2824 1.1575 -0.3004 0.0555
H -2.2022 1.0226 0.3820 0.1626
H 1.5616 0.9528 -0.0761 0.0934
H 1.1502 -1.9346 1.0880 0.1230
H 1.9115 -1.7969 -0.4601 0.1842
H -0.8690 1.9836 0.1286 0.0737
H -1.6737 1.3705 -1.2420 0.0965
H 0.9389 0.7084 1.4755 0.1226
```


Below is 2 unconnected molecules or ions with the total composition C11H15N, with properties calculated with the ωB97M-V functional and the def2-TZVPD basis.

Results
Net charge ... +1
⟨S²⟩ ... 0.771
2S+1 ... 2
Relative energy (zero: lowest compared OMol25 entry of this formula, charge and spin) ... 29.41 kcal per mole
Electronic energy ... -13131.931 eV
Orbital gap (spin up / spin down) ... 9.287 / 6.459 eV
E_HOMO (spin up / spin down) ... -0.4790 / -0.4939 Eh
E_LUMO (spin up / spin down) ... -0.1377 / -0.2565 Ha

XYZ file:
```
27
Properties=species:S:1:pos:R:3:lowdin_charge:R:1
N -0.5259 0.3343 -2.7097 0.1525
C 0.8220 0.7280 0.6208 0.0413
C -1.3897 -1.5986 3.9322 -0.1521
C -1.2443 -1.9870 0.0377 -0.0043
C 1.7758 2.4006 -0.7724 -0.0073
C 1.1570 1.9636 -1.9519 0.0573
C -1.0566 -0.8085 -2.1074 0.0800
C 0.1217 0.3027 -0.5160 -0.1219
C 1.6306 1.8375 0.5136 -0.0224
C -0.7951 -0.7897 -0.7037 -0.0973
C 0.2371 0.9445 -1.7106 -0.2149
C 0.0188 -1.7878 3.2936 -0.1595
H 0.5649 0.3151 1.5899 0.1087
H 0.3954 -2.7987 3.2215 0.0688
H -2.1895 -2.3165 -0.4229 0.1088
H 2.2973 3.3607 -0.8977 0.1296
H -0.1509 -1.4651 2.2395 -0.0065
H -1.8723 -2.5934 3.9643 0.0697
H 0.7251 -1.0663 3.7369 0.0724
H -1.4756 -1.5292 -2.8133 0.1578
H 1.2811 2.3047 -2.9583 0.1252
H -0.7828 0.7153 -3.6052 0.1746
H -1.9681 -0.8377 3.4172 0.0595
H -1.3343 -1.5423 5.0293 0.0684
H 2.1415 2.1884 1.3961 0.1213
H -1.4798 -1.6504 1.0590 0.0705
H -0.4336 -2.7094 0.1051 0.1199
```


Below is a molecular structure, C19H21CdN4O2P, with properties calculated with the ωB97M-V functional and the def2-TZVPD basis.

Results
Net charge ... +2
Relative energy (zero: lowest compared OMol25 entry of this formula, charge and spin) ... 0.95 kcal per mole
Electronic energy ... -43939.390 eV
Orbital gap ... 8.331 eV
E_HOMO ... -0.5438 Eh
E_LUMO ... -0.2377 Ha

XYZ file:
```
48
Properties=species:S:1:pos:R:3:lowdin_charge:R:1
Cd -0.0631 0.0343 -0.0111 1.3203
P -2.5646 0.1633 0.2608 0.9331
O 2.1290 -0.2760 0.0262 -0.0666
O 4.0230 -0.2416 1.2337 0.0295
N -2.5234 1.8478 0.5393 -0.1218
N -0.2208 2.2013 0.2449 -0.0497
N 2.1089 -0.1918 2.3116 0.0326
N 0.7246 -0.4049 2.3844 0.0273
C -2.6122 0.1965 3.0845 -0.1113
C -0.5339 4.9223 0.5634 -0.0102
C -4.2120 -0.1039 -0.4217 -0.3708
C -6.5829 -0.0560 -0.0835 -0.0450
C -2.6183 -0.4264 4.3263 -0.0606
C -2.5860 -0.5756 1.9257 -0.4335
C -1.4398 2.7114 0.4665 -0.3769
C 2.7322 -0.2476 1.1080 -0.5816
C -6.7675 -0.5004 -1.3885 -0.0332
C -4.3897 -0.5541 -1.7261 -0.0872
C -5.6753 -0.7515 -2.2058 -0.0484
C 0.7302 4.3888 0.3045 -0.0338
C -1.6243 4.0857 0.6377 0.0121
C -2.6047 -1.8123 4.4096 -0.0499
C -2.5777 -2.5835 3.2533 -0.0568
C -5.3063 0.1341 0.4132 -0.0826
C -2.5624 -1.9691 2.0113 -0.1112
C 0.8397 3.0331 0.1461 -0.1245
C 4.8508 -0.2490 0.0465 0.0253
H -0.6560 5.9883 0.7007 0.1313
H -3.5346 -0.7414 -2.3639 0.1041
H -2.6282 -2.2927 5.3787 0.1205
H -7.7691 -0.6564 -1.7654 0.1230
H -5.8239 -1.1032 -3.2177 0.1207
H -7.4399 0.1270 0.5507 0.1212
H -2.6490 0.1703 5.2288 0.1184
H 1.6027 5.0198 0.2204 0.1230
H 1.7897 2.5618 -0.0710 0.1072
H -2.6378 1.2776 3.0198 0.1027
H 0.5369 -1.3428 2.7297 0.1140
H -3.4196 2.3075 0.6161 0.1178
H 5.8679 -0.3040 0.4146 0.1097
H -2.5815 -3.6631 3.3250 0.1199
H 4.6221 -1.1132 -0.5721 0.1073
H -2.5495 -2.5686 1.1062 0.1115
H -5.1675 0.4460 1.4428 0.1118
H 0.3240 0.2479 3.0478 0.1026
H 2.6848 -0.2948 3.1348 0.1758
H 4.7028 0.6656 -0.5231 0.1046
H -2.6152 4.4799 0.8213 0.1281
```